No. 1
Below is C38H43BrF7InN6O3P as an isolated structure, with properties calculated with ωB97M-V with the def2-TZVPD basis set.

Output
Total charge: -1
Orbital gap in eV: 7.5
HOMO level in eV: -5.59
Molecular weight in g mol⁻¹: 990.5
LUMO level in eV: 1.9

Cartesian coordinates (Å):
C 1.367 0.238 4.701
C 0.317 0.579 3.635
C 0.658 -0.062 2.281
C -0.034 0.685 1.131
In 0.112 -2.188 2.181
Br -0.139 -3.346 4.501
C -1.826 -2.427 1.112
P -3.217 -2.598 2.159
O -4.515 -2.111 1.627
O -3.267 -4.160 2.565
O -2.835 -1.850 3.539
C 1.746 -3.192 0.936
F 1.347 -4.348 0.284
F 2.099 -2.313 -0.098
C 3.061 -3.538 1.690
F 3.060 -2.951 2.925
F 3.169 -4.884 1.870
C 4.387 -3.095 1.027
F 4.543 -3.692 -0.165
F 5.428 -3.447 1.786
F 4.450 -1.777 0.846
H 0.938 0.309 5.706
H 2.183 0.966 4.658
H 1.766 -0.768 4.553
H 0.291 1.667 3.488
H -0.668 0.236 3.965
H 1.741 0.003 2.115
H 0.411 1.682 1.017
H -1.101 0.814 1.341
H 0.066 0.165 0.172
H -2.023 -1.543 0.500
H -1.774 -3.307 0.467
H -2.712 -4.379 3.325
H -2.955 -2.394 4.324
N -6.175 1.600 2.705
C -6.905 2.315 3.560
C -7.268 1.876 4.823
C -6.855 0.613 5.220
C -6.102 -0.145 4.340
C -5.780 0.386 3.096
H -7.217 3.294 3.210
H -7.860 2.506 5.473
H -7.120 0.228 6.197
H -5.763 -1.138 4.599
H -5.204 -0.214 2.398
N -9.737 1.234 -0.178
C -8.756 0.795 0.613
C -8.636 -0.523 1.029
C -9.587 -1.436 0.607
C -10.617 -0.995 -0.210
C -10.645 0.342 -0.572
H -8.019 1.528 0.921
H -7.808 -0.820 1.658
H -9.524 -2.474 0.907
H -11.383 -1.673 -0.565
H -11.434 0.723 -1.213
N 3.899 2.646 2.723
C 4.649 3.183 3.681
C 6.036 3.142 3.682
C 6.677 2.503 2.632
C 5.908 1.935 1.630
C 4.527 2.035 1.722
H 4.110 3.665 4.489
H 6.595 3.597 4.488
H 7.758 2.446 2.598
H 6.362 1.421 0.795
H 3.889 1.601 0.959
N 5.200 0.010 -3.919
C 4.784 -0.881 -3.020
C 5.266 -2.181 -2.946
C 6.231 -2.577 -3.858
C 6.674 -1.663 -4.802
C 6.128 -0.388 -4.787
H 4.027 -0.537 -2.324
H 4.893 -2.858 -2.194
H 6.633 -3.582 -3.832
H 7.428 -1.926 -5.534
H 6.452 0.355 -5.508
N -6.664 4.768 -2.526
C -7.335 3.781 -1.936
C -8.140 2.880 -2.620
C -8.249 3.016 -3.995
C -7.555 4.037 -4.625
C -6.779 4.882 -3.847
H -7.223 3.708 -0.860
H -8.665 2.103 -2.083
H -8.867 2.334 -4.567
H -7.610 4.177 -5.696
H -6.218 5.691 -4.303
N 9.806 -1.398 -6.737
C 10.310 -0.953 -7.885
C 11.387 -0.082 -7.963
C 11.969 0.353 -6.783
C 11.453 -0.100 -5.581
C 10.375 -0.973 -5.612
H 9.825 -1.312 -8.786
H 11.755 0.246 -8.925
H 12.809 1.035 -6.801
H 11.872 0.215 -4.635
H 9.941 -1.347 -4.691


No. 2
Below is a 7-piece molecular cluster, C38H43F3N2O21S2 overall, with properties calculated with ωB97M-V with the def2-TZVPD basis set.

Output
Orbital gap in eV: 8.5
SMILES string: C#Cc1cc2c(cc1COC(F)(F)F)N(C[SH](=O)=O)c1cc(NCCC)ccc1S2.O=C1OCCO1.O=C1OCCO1.O=C1OCCO1.O=C1OCCO1.O=C1OCCO1.O=C1OCCO1
HOMO level in eV: -8.63
Molecular weight in g mol⁻¹: 984.9
LUMO level in eV: -0.1

Cartesian coordinates (Å):
C 5.512 1.642 2.435
C 4.991 2.370 1.631
C 3.981 2.994 0.785
C 3.258 4.098 1.254
C 2.267 4.616 0.423
C 2.005 4.076 -0.848
C 2.741 2.985 -1.303
C 3.733 2.441 -0.473
C 4.469 1.209 -0.984
O 3.948 0.004 -0.376
C 2.662 -0.258 -0.680
F 2.459 -1.594 -0.576
F 1.797 0.310 0.163
F 2.336 0.073 -1.941
N 0.973 4.605 -1.700
C 1.376 5.881 -2.299
S 1.573 5.729 -4.104
O 2.996 5.751 -4.372
O 0.815 4.626 -4.651
C -0.270 4.711 -0.971
C -1.405 4.139 -1.542
C -2.615 4.206 -0.823
N -3.787 3.564 -1.375
C -3.694 2.099 -1.047
C -3.244 1.247 -2.250
C -3.415 -0.269 -1.988
C -2.680 4.865 0.405
C -1.541 5.438 0.977
C -0.342 5.344 0.274
S 1.213 5.978 0.921
H 5.970 0.934 3.089
H 3.411 4.543 2.230
H 2.502 2.563 -2.272
H 4.482 1.171 -2.074
H 5.506 1.278 -0.643
H 0.620 6.653 -2.117
H 2.344 6.182 -1.890
H 1.010 6.874 -4.608
H -1.354 3.647 -2.509
H -3.635 3.607 -2.379
H -4.637 1.724 -0.629
H -2.937 1.961 -0.265
H -2.163 1.422 -2.350
H -3.732 1.562 -3.179
H -2.599 -0.857 -2.417
H -4.343 -0.601 -2.469
H -3.485 -0.512 -0.925
H -3.636 4.878 0.920
H -1.557 5.929 1.944
O 4.530 -6.572 3.381
C 3.855 -5.804 2.776
O 2.561 -5.521 3.070
C 2.164 -4.398 2.274
C 3.128 -4.464 1.116
O 4.275 -5.090 1.704
H 1.124 -4.493 1.969
H 2.280 -3.487 2.865
H 2.765 -5.093 0.301
H 3.378 -3.482 0.725
O -5.659 4.168 2.439
C -6.452 4.855 1.882
O -7.759 4.957 2.227
C -8.327 6.036 1.482
C -7.406 6.126 0.287
O -6.170 5.641 0.815
H -9.357 5.815 1.211
H -8.305 6.939 2.096
H -7.718 5.476 -0.533
H -7.293 7.141 -0.087
O -1.149 0.593 -7.364
C -0.308 0.805 -6.555
O 0.990 1.069 -6.843
C 1.632 1.491 -5.635
C 0.757 0.874 -4.570
O -0.517 0.814 -5.213
H 2.661 1.137 -5.602
H 1.628 2.581 -5.596
H 1.066 -0.140 -4.307
H 0.702 1.476 -3.665
O -5.855 -2.176 -2.172
C -5.889 -2.588 -1.059
O -6.943 -3.246 -0.518
C -6.530 -3.780 0.743
C -5.383 -2.873 1.118
O -4.881 -2.463 -0.158
H -7.348 -3.750 1.459
H -6.216 -4.815 0.602
H -5.709 -1.988 1.668
H -4.610 -3.382 1.688
O -3.211 -5.967 2.651
C -2.363 -6.004 3.480
O -2.435 -6.722 4.627
C -1.148 -6.691 5.252
C -0.544 -5.430 4.681
O -1.189 -5.325 3.409
H -1.245 -6.664 6.335
H -0.594 -7.587 4.967
H -0.789 -4.545 5.272
H 0.535 -5.492 4.563
O 11.135 -8.003 2.019
C 9.985 -7.728 2.114
O 9.078 -8.439 2.830
C 7.869 -7.675 2.890
C 7.982 -6.788 1.674
O 9.398 -6.657 1.519
H 6.999 -8.325 2.860
H 7.857 -7.108 3.822
H 7.569 -7.254 0.777
H 7.517 -5.816 1.814


No. 3
Below is a 6-piece molecular cluster, C38H44ClFN7O4S overall, with properties calculated with ωB97M-V with the def2-TZVPD basis set.

Output
Total charge: +1
Orbital gap in eV: 8.1
HOMO level in eV: -10.92
Molecular weight in g mol⁻¹: 749.3
LUMO level in eV: -2.9

Cartesian coordinates (Å):
C -0.205 3.563 -4.511
C 0.423 3.185 -3.556
C 1.031 2.910 -2.266
C 1.418 1.434 -2.099
C 0.308 0.429 -2.363
O 0.416 -0.401 -3.228
N -0.865 0.490 -1.598
C -1.578 -0.729 -1.556
O -1.650 -1.375 -0.557
F -2.203 -1.105 -2.626
C 2.625 0.905 -2.890
N 3.032 -0.284 -2.063
C 2.931 0.087 -0.624
C 2.683 -1.045 0.393
C 1.293 -1.063 1.057
C 1.299 -0.667 2.544
C 1.622 0.805 2.784
S 0.211 1.920 2.635
O -0.265 2.336 3.904
O 0.571 3.024 1.802
Cl -1.335 0.876 1.748
C 2.059 1.376 -0.661
H -0.644 3.814 -5.437
H 1.882 3.556 -2.081
H 0.324 3.135 -1.470
H -0.681 0.745 -0.633
H 2.540 0.707 -3.948
H 3.457 1.592 -2.748
H 2.552 -1.153 -2.316
H 3.997 -0.451 -2.354
H 3.936 0.424 -0.385
H 3.406 -0.894 1.190
H 2.907 -2.029 -0.015
H 0.541 -0.491 0.525
H 0.945 -2.092 1.036
H 0.333 -0.955 2.946
H 2.047 -1.279 3.044
H 1.970 0.910 3.808
H 2.413 1.142 2.125
H 2.794 2.176 -0.671
H 1.386 1.571 0.157
N 4.898 -3.598 -1.815
C 5.476 -4.514 -1.038
C 5.014 -5.817 -0.916
C 3.888 -6.188 -1.634
C 3.271 -5.249 -2.445
C 3.819 -3.980 -2.497
H 6.352 -4.180 -0.493
H 5.525 -6.521 -0.274
H 3.498 -7.195 -1.563
H 2.391 -5.496 -3.021
H 3.378 -3.210 -3.126
N 5.572 -1.687 3.659
C 5.364 -2.612 2.724
C 5.377 -3.975 2.966
C 5.627 -4.407 4.259
C 5.849 -3.462 5.247
C 5.808 -2.121 4.897
H 5.179 -2.224 1.727
H 5.197 -4.680 2.164
H 5.648 -5.463 4.493
H 6.048 -3.757 6.268
H 5.973 -1.348 5.639
N -6.519 -1.729 1.450
C -7.306 -0.845 0.838
C -6.925 0.458 0.551
C -5.657 0.867 0.925
C -4.826 -0.037 1.565
C -5.303 -1.317 1.801
H -8.290 -1.208 0.564
H -7.604 1.132 0.047
H -5.322 1.877 0.720
H -3.827 0.242 1.872
H -4.685 -2.059 2.295
N -0.314 8.535 1.565
C -0.547 7.546 0.705
C -0.610 6.209 1.067
C -0.416 5.879 2.398
C -0.171 6.893 3.308
C -0.133 8.199 2.841
H -0.690 7.850 -0.327
H -0.806 5.446 0.324
H -0.457 4.853 2.721
H -0.014 6.679 4.357
H 0.053 9.026 3.518
N -7.508 0.599 -3.596
C -6.981 -0.330 -2.801
C -7.423 -1.643 -2.747
C -8.476 -2.013 -3.566
C -9.040 -1.062 -4.400
C -8.520 0.223 -4.378
H -6.161 0.007 -2.175
H -6.953 -2.354 -2.081
H -8.853 -3.028 -3.555
H -9.864 -1.309 -5.055
H -8.928 0.999 -5.016